This record from the Open Molecules 2025 dataset describes a 3-piece molecular cluster, C32H74F3IN7O2P2 overall in a non-equilibrium geometry. The level of theory is ωB97M-V/def2-TZVPD.

Calculated values
Highest occupied orbital energy = -9.61 eV
F_max = 5.578 eV/Å

```
! RIJCOSX wB97M-V def2-TZVPD def2/J DEFGRID3
* xyz 1 1
H 4.248 0.258 7.316
C -1.731 1.411 -3.155
F -2.672 -1.277 -5.473
H 1.236 3.128 -6.039
C 1.723 -0.131 -0.925
C -2.898 -0.315 -4.589
H -5.480 -3.865 -1.665
H -2.987 -0.072 -0.976
H -5.357 -3.262 -3.285
H 2.667 -2.041 -0.903
H 3.669 7.876 -4.047
H -5.371 -0.793 1.773
H 5.335 -5.119 7.450
H 4.528 -5.015 4.942
H -1.060 -3.824 0.370
P 2.277 5.167 -4.014
H 2.187 2.588 -2.266
H -0.315 2.520 -2.020
N 3.207 -1.422 6.624
N 3.679 5.885 -4.829
C 0.476 6.332 -5.542
H -7.752 -0.279 0.234
O 1.190 4.939 -2.978
C 3.410 2.704 -4.722
C -0.501 1.476 -2.271
H -7.400 -1.550 1.368
N -0.659 0.739 -0.980
H -5.467 1.409 1.591
H 2.510 -3.707 10.291
H 3.011 -0.343 8.430
C 2.575 -5.197 8.246
C -5.614 -0.559 0.738
N 2.992 -3.800 8.259
H 1.086 -2.034 -0.128
H 3.112 3.970 -1.652
C -5.286 -2.958 -2.239
H 2.569 1.995 -4.772
H 0.361 1.144 -2.840
H -0.434 -3.745 -1.263
H 2.875 -5.692 9.172
H 2.872 -2.162 9.585
H 1.362 -0.387 6.414
C 0.635 0.695 -0.213
H -1.332 1.444 0.886
H 1.306 -2.931 9.246
H 1.492 -5.301 8.119
H -0.141 3.666 -5.047
F -1.201 -0.989 -3.179
H -0.364 6.277 -4.840
H -1.520 2.031 -4.026
H -0.568 -5.289 -0.410
H -3.189 -4.249 -0.336
C -3.830 -2.559 -2.010
C 3.709 6.235 -6.244
C 3.103 3.185 -2.404
H -2.650 -5.601 -1.312
C -4.293 1.450 -0.262
H -3.160 -4.260 -3.218
H 6.553 -3.949 6.920
C -6.304 -1.830 -1.933
H 1.047 7.237 -5.310
C -2.827 -3.675 -2.363
H 4.740 6.486 -6.508
N 4.627 -3.415 6.357
H 1.502 -0.334 -1.974
H -4.906 -1.115 0.128
C -5.475 0.978 0.592
P 2.904 -3.108 6.680
C -7.132 -2.133 -0.663
C 0.579 3.969 -5.822
C 4.286 6.973 -4.038
H -4.047 2.463 0.075
C -2.493 -4.542 -1.124
C -1.708 1.416 -0.132
C 2.379 -3.112 9.385
H 0.966 1.725 -0.111
H 3.573 3.116 -5.718
I 2.959 -1.148 1.645
C 2.014 -1.477 -0.248
C -3.016 0.608 -0.117
H 4.285 -3.392 4.271
C 3.775 -0.649 7.703
H 2.741 0.319 5.540
H -2.608 1.864 -2.688
C 4.849 -3.970 5.012
H 0.478 0.240 0.761
H -3.045 -0.048 0.749
H 4.409 6.654 -2.998
C -1.988 0.023 -3.664
H -8.178 -2.157 -0.973
H -4.578 1.573 -1.306
C -1.060 -4.336 -0.594
H 3.966 2.546 -2.200
H 5.276 7.223 -4.419
H -0.899 -0.237 -1.166
F -4.074 0.278 -4.711
H 0.026 4.152 -6.745
H -1.863 2.440 -0.453
H -3.609 -2.262 -0.982
C 5.534 -4.051 7.304
H 3.079 7.094 -6.496
H 5.903 -3.911 4.736
H 5.512 -3.557 8.269
H 3.063 -5.734 7.424
H -6.956 -1.748 -2.799
H -5.743 -0.898 -1.839
O 1.407 -3.081 6.466
C 2.274 -0.621 5.847
H 3.421 5.396 -6.869
N 1.335 5.154 -5.462
H 4.311 2.135 -4.477
H 4.556 -1.197 8.231
H 1.979 -1.144 4.940
H -6.938 -3.119 -0.247
H 2.634 0.461 -0.873
H -3.611 -1.692 -2.642
H -1.904 -3.162 -2.637
H -6.378 1.371 0.128
C -7.041 -1.073 0.456
N 3.182 3.736 -3.741
H 0.087 6.450 -6.555
*
```